The following is a quantum chemistry calculation of C48H69NO9Ti as an isolated structure at a distorted geometry, from the Open Molecules 2025 dataset.

```
128
Properties=species:S:1:pos:R:3
Ti 0.06 -0.20 -0.01
C 0.23 2.86 -1.22
O -0.41 1.56 -1.20
C -1.49 1.43 -2.09
C -1.26 0.91 -3.36
C 0.03 0.23 -3.78
C 1.36 0.80 -3.41
C 2.00 1.69 -4.28
C 3.26 2.20 -4.03
C 3.88 1.80 -2.85
C 3.27 0.94 -1.94
C 3.93 0.70 -0.60
C 3.46 1.78 0.36
C 3.95 3.08 0.25
C 3.45 4.11 1.02
C 2.46 3.81 1.95
C 1.94 2.54 2.09
C 0.76 2.30 3.01
C -0.48 2.84 2.35
C -0.82 4.18 2.52
C -1.85 4.78 1.82
C -2.57 3.97 0.95
C -2.29 2.63 0.77
C -3.15 1.81 -0.16
C -2.78 1.66 -1.62
C -3.83 1.57 -2.53
C -3.63 1.20 -3.86
C -2.34 0.84 -4.23
C -4.77 1.15 -4.88
C -4.39 1.98 -6.11
C -6.08 1.69 -4.31
C -5.00 -0.31 -5.29
C -1.23 2.05 1.48
O -0.91 0.74 1.30
C -2.20 6.26 1.96
C -2.05 6.95 0.60
C -1.29 6.98 2.95
C -3.65 6.39 2.45
C 2.45 1.53 1.28
O 1.91 0.25 1.36
C 2.58 -0.56 2.34
C 3.93 5.55 0.89
C 4.50 6.03 2.23
C 2.73 6.43 0.49
C 5.01 5.71 -0.18
C 2.00 0.42 -2.22
O 1.40 -0.42 -1.35
C 3.97 3.17 -4.96
C 4.28 4.47 -4.21
C 5.29 2.53 -5.44
C 3.13 3.51 -6.19
H -0.49 3.63 -0.96
H 1.03 2.83 -0.49
H 0.65 3.03 -2.22
H -0.02 -0.79 -3.39
H -0.01 0.15 -4.87
H 1.47 1.96 -5.18
H 4.87 2.17 -2.61
H 3.68 -0.29 -0.23
H 5.01 0.76 -0.70
H 4.72 3.27 -0.48
H 2.05 4.60 2.57
H 0.64 1.24 3.23
H 0.93 2.82 3.95
H -0.23 4.76 3.22
H -3.40 4.40 0.39
H -3.24 0.79 0.24
H -4.16 2.23 -0.13
H -4.83 1.79 -2.18
H -2.16 0.47 -5.23
H -4.22 3.02 -5.83
H -3.49 1.61 -6.59
H -5.20 1.95 -6.84
H -5.97 2.73 -3.99
H -6.85 1.67 -5.09
H -6.44 1.10 -3.47
H -4.10 -0.76 -5.72
H -5.32 -0.90 -4.43
H -5.79 -0.37 -6.04
H -1.03 6.86 0.23
H -2.72 6.51 -0.15
H -2.30 8.01 0.68
H -0.24 6.93 2.64
H -1.57 8.03 3.01
H -1.37 6.56 3.96
H -4.35 5.93 1.76
H -3.77 5.91 3.42
H -3.92 7.45 2.55
H 2.49 -0.12 3.33
H 2.11 -1.54 2.32
H 3.64 -0.65 2.08
H 3.75 5.99 3.02
H 5.35 5.42 2.53
H 4.83 7.07 2.14
H 1.94 6.40 1.23
H 3.05 7.47 0.38
H 2.31 6.10 -0.47
H 5.90 5.12 0.05
H 4.65 5.41 -1.17
H 5.31 6.76 -0.25
H 4.93 4.28 -3.35
H 4.79 5.17 -4.86
H 3.36 4.93 -3.85
H 5.95 2.30 -4.61
H 5.09 1.61 -5.98
H 5.81 3.22 -6.11
H 2.19 3.99 -5.91
H 3.68 4.21 -6.82
H 2.90 2.63 -6.79
O 0.27 -2.08 1.03
H -0.56 -2.23 1.55
H 0.45 -2.80 0.39
O -2.00 -1.64 2.37
H -1.79 -0.70 2.28
H -2.83 -1.75 1.88
O 1.18 -3.25 -1.33
H 1.99 -3.77 -1.27
H 1.47 -2.32 -1.49
N -3.46 -3.35 -2.94
C -2.20 -2.66 -2.68
C -2.33 -1.86 -1.40
O -3.46 -2.00 -0.74
O -1.45 -1.15 -0.95
H -3.34 -4.34 -3.07
H -3.94 -2.97 -3.74
H -4.00 -2.59 -1.33
H -1.90 -1.98 -3.47
H -1.38 -3.36 -2.52
```

For the HOMO energy (alpha / beta), the calculation gives -0.380 / -0.381 hartree. As for the total charge: +1. As for the relative energy (zero: lowest compared OMol25 entry of this formula, charge and spin): 0.0 kcal/mol. Its spin multiplicity is 2. The orbital gap (alpha / beta) is 8.306 / 8.314 eV. Its expectation value of S² is 0.753.

The following is a quantum chemistry calculation of C48H71ClN2O5PtSi as an isolated structure at a distorted geometry, from the Open Molecules 2025 dataset.

```
129
Properties=species:S:1:pos:R:3
Pt -0.06 0.45 -0.16
C -1.79 -0.07 2.21
N -1.67 -0.61 0.84
C -2.91 -0.35 0.09
C -1.35 -2.06 0.87
C 0.14 -2.33 0.91
N 0.80 -1.67 -0.22
C 2.27 -1.66 -0.08
C 2.89 -0.83 1.02
C 4.27 -0.98 1.17
C 4.98 -0.24 2.09
C 4.25 0.64 2.90
C 2.88 0.82 2.80
C 2.18 0.08 1.81
O 0.86 0.19 1.68
C 2.14 1.73 3.80
C 1.20 0.85 4.65
C 3.11 2.42 4.77
C 1.33 2.82 3.10
C 6.49 -0.37 2.28
C 6.79 -0.79 3.72
C 7.11 -1.41 1.34
C 7.15 0.99 1.99
C 0.51 -2.39 -1.49
C 0.80 -1.57 -2.70
C 1.81 -1.90 -3.59
C 1.98 -1.18 -4.76
C 1.06 -0.16 -5.02
C 0.04 0.21 -4.15
C -0.05 -0.48 -2.92
O -0.94 -0.19 -1.96
C -0.95 1.32 -4.53
C -0.68 2.54 -3.65
C -0.81 1.73 -5.99
C -2.39 0.84 -4.32
C 3.10 -1.46 -5.76
C 3.93 -2.68 -5.36
C 2.51 -1.73 -7.15
C 4.02 -0.24 -5.82
H -2.69 -0.47 2.68
H -1.86 1.02 2.16
H -0.91 -0.33 2.78
H -3.75 -0.89 0.55
H -2.79 -0.66 -0.94
H -3.11 0.72 0.10
H -1.81 -2.52 -0.01
H -1.81 -2.52 1.74
H 0.32 -3.41 0.91
H 0.56 -1.92 1.83
H 2.65 -1.27 -1.03
H 2.63 -2.69 0.01
H 4.78 -1.68 0.52
H 4.79 1.20 3.65
H 1.77 0.07 5.17
H 0.46 0.38 4.02
H 0.69 1.46 5.39
H 3.66 1.71 5.38
H 2.53 3.06 5.44
H 3.81 3.06 4.24
H 0.56 2.41 2.45
H 1.97 3.45 2.48
H 0.85 3.46 3.85
H 6.28 -1.72 3.96
H 6.47 -0.03 4.44
H 7.87 -0.94 3.86
H 6.69 -2.40 1.51
H 8.18 -1.46 1.52
H 6.96 -1.14 0.29
H 6.79 1.76 2.68
H 6.93 1.32 0.97
H 8.23 0.92 2.10
H -0.55 -2.63 -1.49
H 1.07 -3.32 -1.52
H 2.46 -2.73 -3.35
H 1.16 0.37 -5.95
H 0.33 2.93 -3.84
H -0.74 2.29 -2.59
H -1.40 3.32 -3.86
H 0.16 2.19 -6.20
H -1.57 2.48 -6.22
H -0.95 0.89 -6.67
H -2.60 0.65 -3.27
H -2.58 -0.08 -4.88
H -3.09 1.60 -4.68
H 3.32 -3.58 -5.28
H 4.46 -2.52 -4.41
H 4.69 -2.87 -6.13
H 1.83 -2.58 -7.13
H 3.32 -1.94 -7.86
H 1.96 -0.87 -7.53
H 4.43 -0.02 -4.83
H 3.49 0.64 -6.17
H 4.86 -0.43 -6.50
C -2.33 5.46 -2.07
Si -2.07 5.00 -0.27
C -3.70 5.11 0.63
C -0.80 6.14 0.49
C -1.45 3.28 -0.18
C -1.00 2.15 -0.14
H -2.64 6.51 -2.15
H -3.11 4.85 -2.52
H -1.41 5.33 -2.64
H -4.16 6.09 0.49
H -3.58 4.95 1.70
H -4.40 4.35 0.26
H -1.19 7.15 0.60
H 0.10 6.18 -0.13
H -0.49 5.78 1.48
C 2.97 5.72 -1.99
C 3.75 5.46 -0.74
C 3.95 6.45 0.21
C 4.65 6.17 1.38
Cl 4.89 7.42 2.56
C 5.15 4.90 1.62
C 4.95 3.91 0.67
C 4.27 4.19 -0.50
O 4.14 3.28 -1.53
C 3.80 1.94 -1.22
C 2.37 1.85 -0.68
O 1.68 0.87 -1.22
O 1.98 2.62 0.15
H 2.58 6.74 -2.01
H 2.14 5.02 -2.06
H 3.59 5.57 -2.88
H 3.56 7.44 0.05
H 5.68 4.70 2.53
H 5.33 2.91 0.86
H 4.47 1.49 -0.48
H 3.88 1.38 -2.15
```

For the HOMO energy, the calculation gives -0.287 hartree. As for the total charge: 0. As for the relative energy (zero: lowest compared OMol25 entry of this formula, charge and spin): 0.0 kcal/mol. Its spin multiplicity is 1. The orbital gap is 6.977 eV.

The following is a quantum chemistry calculation of C48H71N14O18 as an isolated structure at a distorted geometry, from the Open Molecules 2025 dataset.

```
151
Properties=species:S:1:pos:R:3
C -15.23 21.17 4.05
C -14.13 20.97 3.01
N -14.45 20.15 1.85
C -15.08 20.59 0.72
C -15.08 19.60 -0.20
N -14.57 18.47 0.41
C -14.24 18.81 1.67
C -14.09 17.33 -0.36
H -16.24 21.27 3.66
H -15.12 22.16 4.49
H -15.31 20.39 4.81
H -13.24 20.64 3.54
H -13.85 21.99 2.74
H -15.45 21.59 0.60
H -15.36 19.52 -1.24
H -13.70 18.26 2.43
H -13.73 17.75 -1.29
H -14.93 16.67 -0.55
H -13.23 16.85 0.11
C -15.73 18.15 -3.96
C -15.42 16.77 -4.06
C -14.54 16.26 -5.00
C -13.79 17.14 -5.75
C -14.01 18.53 -5.67
C -15.01 18.98 -4.83
O -15.38 20.28 -4.90
O -14.25 14.93 -4.95
H -16.58 18.38 -3.35
H -15.98 16.12 -3.39
H -13.09 16.87 -6.52
H -13.51 19.24 -6.31
H -16.17 20.50 -4.38
H -14.91 14.38 -4.55
C -10.91 19.45 3.50
C -11.50 20.11 4.56
C -11.85 21.48 4.48
C -11.49 22.14 3.30
C -11.05 21.41 2.17
C -10.67 20.05 2.27
O -10.06 19.32 1.28
O -12.39 22.18 5.49
H -10.69 18.39 3.64
H -11.94 19.55 5.38
H -11.57 23.21 3.19
H -10.93 21.99 1.27
H -9.49 18.61 1.62
H -12.95 21.82 6.21
C -14.56 23.08 -1.96
C -13.83 22.10 -2.62
C -12.71 21.53 -2.03
C -12.27 21.92 -0.81
C -12.96 22.87 -0.08
C -14.07 23.39 -0.65
O -14.75 24.33 0.11
O -12.07 20.52 -2.71
H -15.42 23.58 -2.37
H -14.21 21.83 -3.60
H -11.28 21.53 -0.57
H -12.59 23.30 0.83
H -15.60 24.51 -0.32
H -11.65 20.91 -3.49
C -19.16 17.30 -0.78
C -17.96 16.57 -0.67
C -17.91 15.24 -1.12
C -18.98 14.72 -1.81
C -20.13 15.46 -2.00
C -20.20 16.77 -1.53
O -21.26 17.57 -1.91
O -16.75 14.57 -0.96
H -19.25 18.29 -0.36
H -17.12 17.03 -0.18
H -18.83 13.71 -2.18
H -21.00 15.13 -2.56
H -21.47 18.23 -1.25
H -16.74 13.76 -1.49
C -15.53 22.56 7.06
C -16.38 23.56 7.46
C -16.49 23.81 8.82
C -15.65 23.27 9.75
C -14.64 22.40 9.29
C -14.62 22.03 7.99
O -13.68 21.14 7.49
O -17.37 24.78 9.24
H -15.52 22.22 6.03
H -17.02 24.12 6.80
H -15.75 23.49 10.80
H -13.89 21.95 9.93
H -13.11 20.73 8.14
H -17.54 24.73 10.19
C -18.72 22.81 3.78
C -18.88 24.07 4.38
C -18.22 25.20 3.87
C -17.35 25.07 2.80
C -17.17 23.83 2.23
C -17.99 22.76 2.60
O -17.83 21.56 1.92
O -18.44 26.42 4.43
H -19.13 21.97 4.32
H -19.65 24.17 5.14
H -16.77 25.86 2.34
H -16.51 23.51 1.44
H -18.64 21.12 1.65
H -17.73 27.01 4.14
C -18.39 17.54 3.45
O -17.43 16.99 3.99
N -18.35 18.85 3.07
N -19.66 17.06 3.40
H -17.54 19.43 2.97
H -19.19 19.21 2.66
H -19.87 16.08 3.51
H -20.36 17.65 2.99
C -13.83 25.23 3.22
O -13.40 25.69 4.28
N -14.18 26.01 2.18
N -13.99 23.93 3.00
H -13.72 26.91 2.13
H -14.38 25.72 1.24
H -13.77 23.36 3.81
H -14.35 23.48 2.18
C -9.74 17.08 3.18
O -9.35 18.02 3.89
N -9.09 16.69 2.07
N -11.02 16.63 3.27
H -8.18 17.11 2.08
H -9.67 16.55 1.24
H -11.35 15.78 2.87
H -11.64 17.23 3.80
C -10.85 17.31 -0.90
O -10.89 16.41 -0.05
N -11.27 17.13 -2.18
N -10.57 18.63 -0.74
H -11.51 16.25 -2.62
H -11.16 17.83 -2.89
H -10.30 18.98 0.17
H -11.12 19.28 -1.28
C -17.93 21.20 -2.36
O -17.44 21.60 -3.41
N -17.83 21.96 -1.24
N -18.55 20.02 -2.15
H -17.51 22.90 -1.14
H -17.96 21.42 -0.40
H -18.85 19.60 -3.03
H -19.23 19.93 -1.42
C -13.83 17.87 5.62
O -13.17 18.32 4.66
N -15.17 17.68 5.74
N -13.13 17.71 6.77
H -15.79 17.82 4.96
H -15.44 17.16 6.55
H -13.53 17.36 7.62
H -12.15 17.91 6.73
```

For the HOMO energy, the calculation gives -0.349 hartree. As for the total charge: +1. Its spin multiplicity is 1. The orbital gap is 6.717 eV.